a:
Molecular formula: C6H6
Method: DFT, ωB97M-V with the def2-TZVPD basis set

XYZ file:
```
12
Properties=species:S:1:pos:R:3:nbo_charge:R:1
C 0.548 -1.830 -0.412 -0.22
H -1.725 -2.173 2.188 0.24
H -0.432 0.830 -1.956 0.22
H 1.444 2.409 -0.897 0.22
H 0.009 2.250 0.127 0.21
C -1.245 -1.683 1.359 -0.53
C -0.297 -2.046 0.541 0.23
C 0.615 -0.676 -0.995 0.11
C 0.842 1.696 -0.325 -0.62
H 1.457 1.295 0.486 0.22
H -1.526 -0.657 1.079 0.24
C 0.309 0.585 -1.197 -0.33
```

Output
Spin multiplicity ... 1
Lowest unoccupied orbital energy ... 0.257 eV

b:
Molecular formula: C6H6
Method: DFT, ωB97M-V with the def2-TZVPD basis set

XYZ file:
```
12
Properties=species:S:1:pos:R:3:nbo_charge:R:1
C -1.271 0.382 0.497 -0.23
H 1.036 0.968 -2.050 0.22
C 0.546 0.662 -1.114 -0.22
H -0.765 -1.173 2.060 0.21
C 1.299 -0.279 -0.381 -0.21
H 2.288 -0.449 -0.792 0.21
H -1.289 1.760 -1.116 0.21
H 1.129 -1.896 1.140 0.22
C -0.576 -0.625 1.088 -0.20
C 0.695 -1.066 0.564 -0.22
C -0.732 0.934 -0.648 -0.20
H -2.173 0.747 0.725 0.21
```

Output
Spin multiplicity ... 1
Lowest unoccupied orbital energy ... 1.133 eV

b takes first place; second place is 4.629 eV up.

a:
Molecular formula: C5H13N3O2
Method: DFT, ωB97M-V with the def2-TZVPD basis set

XYZ file:
```
23
Properties=species:S:1:pos:R:3:nbo_charge:R:1
C 0.749 0.929 -2.215 -0.20
O -2.665 -0.453 1.264 -0.72
H 1.377 1.978 -0.348 0.20
H 0.052 2.760 -1.133 0.21
H -0.992 0.999 3.740 0.24
C -1.567 0.796 2.884 -0.77
H 2.403 -0.199 -2.215 0.36
H -0.247 0.882 -2.658 0.19
H 1.643 -2.959 -0.115 0.39
H 1.378 1.574 -2.697 0.18
H -2.487 -0.958 0.499 0.49
N 2.005 -2.128 -0.574 -0.88
N 1.381 -0.446 -2.161 -0.61
C -1.440 -0.370 2.029 0.80
H -0.210 1.013 -0.375 0.24
H -2.580 0.927 3.310 0.26
C 0.968 -1.249 -1.074 0.60
N -0.253 -1.320 -0.833 -0.80
O -0.548 -1.219 1.847 -0.57
C 0.443 1.726 -0.841 -0.64
H -1.691 1.785 2.376 0.27
H -0.710 -2.044 -0.286 0.38
H 2.990 -2.023 -0.427 0.40
```

Output
Spin multiplicity ... 1
Lowest unoccupied orbital energy ... 0.868 eV

b:
Molecular formula: C5H13N3O2
Method: DFT, ωB97M-V with the def2-TZVPD basis set

XYZ file:
```
23
Properties=species:S:1:pos:R:3:nbo_charge:R:1
H 1.179 2.512 -0.720 0.20
C 2.086 -0.557 -0.449 -0.64
O -1.050 -2.820 0.674 -0.41
C 0.484 2.891 -0.039 -0.61
H 0.010 3.803 -0.364 0.22
H -1.175 1.875 0.826 0.24
N -0.179 0.509 -0.339 -0.27
H -2.225 -2.155 2.117 0.39
C 0.942 0.100 -1.163 -0.22
H 1.293 1.010 -1.662 0.20
H 1.611 -1.225 0.237 0.22
H -2.311 -3.924 1.559 0.36
H 2.722 -1.301 -1.009 0.22
H 0.967 3.076 0.875 0.22
H -0.825 -1.963 -1.194 0.18
H 2.756 0.141 0.058 0.21
N -2.276 -2.926 1.366 -0.56
C -0.612 1.881 -0.088 -0.22
C -0.796 -1.817 -0.115 0.16
O -1.047 -0.240 1.619 -0.53
N -0.641 -0.503 0.466 0.25
H 0.504 -0.504 -1.877 0.19
H -1.416 2.135 -0.780 0.18
```

Output
Spin multiplicity ... 1
Lowest unoccupied orbital energy (alpha / beta) ... 0.810 / 0.811 eV

c:
Molecular formula: C5H13N3O2
Method: DFT, ωB97M-V with the def2-TZVPD basis set

XYZ file:
```
23
Properties=species:S:1:pos:R:3:nbo_charge:R:1
N -2.180 0.640 0.609 -0.82
C -0.376 -1.516 2.884 -0.41
C 0.692 -0.689 -2.024 0.80
C -1.041 0.169 1.233 0.61
C 1.010 1.846 -2.015 -0.63
C 1.639 0.484 -1.966 -0.53
H 0.613 -2.563 -2.491 0.50
H -2.203 -0.640 2.781 0.39
H -0.117 -2.431 2.327 0.19
H -3.034 0.111 0.554 0.39
H -2.066 1.457 0.037 0.40
H -0.075 1.936 -2.169 0.24
H 2.217 0.348 -1.031 0.25
H 0.517 -0.855 2.929 0.19
O -0.504 -0.493 -2.020 -0.61
H 2.462 0.217 -2.632 0.23
N 0.073 0.749 1.099 -0.83
H 1.479 2.530 -2.718 0.21
H 0.748 0.857 1.837 0.36
N -1.411 -0.812 2.183 -0.67
O 1.232 -1.894 -2.170 -0.69
H -0.740 -1.894 3.845 0.20
H 1.066 2.443 -1.085 0.23
```

Output
Spin multiplicity ... 1
Lowest unoccupied orbital energy ... 0.850 eV

c takes first place; second place is 1.091 eV up.

a:
Molecular formula: C7H32N14O9
Method: DFT, ωB97M-V with the def2-TZVPD basis set

XYZ file:
```
62
Properties=species:S:1:pos:R:3:nbo_charge:R:1
H -9.197 -5.624 10.655 0.51
C -11.608 -7.679 7.118 0.75
N -11.491 -5.878 13.405 -0.78
N -12.160 -4.525 8.421 -0.80
H -7.752 -6.637 12.045 0.43
O -13.216 -4.572 12.621 -0.73
H -8.229 -3.935 5.288 0.40
N -6.434 -4.232 6.608 -0.82
H -10.863 -5.554 12.683 0.43
H -8.215 -5.657 9.504 0.50
O -11.113 -5.349 10.175 -0.75
H -6.676 -6.851 6.732 0.38
N -6.754 -7.843 6.901 -0.81
H -6.347 -4.053 5.618 0.39
N -10.434 -7.573 7.588 -0.80
O -9.228 -8.960 11.080 -0.95
H -12.562 -3.688 8.023 0.38
N -6.409 -3.007 9.877 -0.83
C -12.733 -5.526 13.298 0.76
H -10.008 -8.440 7.884 0.38
H -8.912 -9.541 10.387 0.46
H -12.892 -9.187 7.035 0.41
H -7.026 -8.040 12.850 0.36
H -14.457 -6.285 13.938 0.40
H -6.587 -2.014 9.926 0.40
H -11.205 -9.557 7.479 0.38
N -8.527 -4.338 6.165 -0.82
C -6.135 -8.433 7.826 0.74
O -4.559 -2.719 10.889 -0.68
H -6.940 -3.572 9.229 0.39
H -13.086 -3.081 9.581 0.37
H -8.777 -8.130 10.921 0.49
N -7.404 -7.104 12.870 -0.83
H -11.851 -5.249 7.788 0.40
N -5.157 -4.719 10.228 -0.86
N -11.958 -8.908 7.299 -0.81
H -7.405 -8.372 6.338 0.40
C -5.354 -3.470 10.437 0.74
H -4.983 -7.819 9.267 0.41
H -5.968 -5.319 10.185 0.41
H -6.982 -8.352 14.774 0.39
H -9.461 -4.603 6.443 0.42
O -8.341 -5.969 10.400 -1.02
O -12.242 -6.769 6.636 -0.70
O -8.408 -5.649 14.062 -0.68
H -5.586 -4.336 7.146 0.42
N -13.450 -6.347 13.989 -0.82
H -7.498 -7.021 15.901 0.41
H -13.104 -7.179 14.444 0.38
C -7.794 -6.676 14.014 0.75
N -5.529 -7.490 8.483 -0.83
N -7.340 -7.434 14.992 -0.85
H -12.304 -3.578 11.107 0.44
O -7.712 -4.890 8.170 -0.71
H -11.429 -6.803 13.806 0.37
O -6.131 -9.618 8.088 -0.68
N -12.309 -3.459 10.104 -0.82
C -11.848 -4.557 9.617 0.76
C -7.600 -4.444 7.100 0.78
H -5.661 -6.520 8.233 0.39
H -4.287 -4.945 10.690 0.41
H -10.068 -6.637 7.691 0.40
```

Output
Spin multiplicity ... 1
Lowest unoccupied orbital energy ... -0.224 eV

b:
Molecular formula: C7H32N14O9
Method: DFT, ωB97M-V with the def2-TZVPD basis set

XYZ file:
```
62
Properties=species:S:1:pos:R:3:nbo_charge:R:1
C -2.417 0.367 4.299 0.76
H -6.308 1.872 -0.978 0.41
H 4.610 -3.671 2.542 0.41
O -4.554 1.225 0.557 -0.68
H -2.695 0.573 -0.805 0.41
O 1.353 -1.906 -0.157 -0.76
O 3.902 1.613 -1.698 -0.68
H -1.469 -2.017 -4.411 0.40
N -5.477 1.591 -1.477 -0.83
H 1.590 -1.756 3.946 0.41
H -3.637 -0.517 0.968 0.49
O 3.093 -3.659 4.396 -0.68
H 3.064 -0.715 -1.398 0.43
N 2.823 -1.604 -1.811 -0.82
N -3.441 -0.352 3.891 -0.85
C -4.534 1.244 -0.649 0.76
H 0.962 -4.050 -1.561 0.41
H -1.674 -0.245 2.582 0.41
N 1.797 -3.501 -1.709 -0.80
C 1.996 -2.359 -1.111 0.78
H -0.935 2.315 -2.320 0.43
C -0.720 -0.363 -3.560 0.77
O -0.538 -0.340 0.756 -1.01
N -1.473 0.380 3.350 -0.86
H 3.726 1.384 1.385 0.38
H -3.458 -0.620 2.917 0.41
N -0.609 -1.155 -2.466 -0.87
H -0.565 0.815 3.427 0.39
H -1.435 3.965 -2.001 0.36
H 3.398 -1.916 -2.580 0.39
N 3.708 -3.256 2.356 -0.81
H 6.226 2.013 -0.677 0.41
H 2.236 -3.577 -2.615 0.38
H -1.115 -2.029 -2.434 0.39
H -0.058 -0.690 -1.759 0.43
H 3.523 -2.748 1.503 0.38
H 0.552 4.680 0.277 0.40
H -1.461 -0.468 -5.332 0.41
N -0.115 4.391 -0.425 -0.80
N 1.933 -2.244 3.131 -0.86
C 2.874 -3.151 3.312 0.74
O -2.998 -1.218 1.096 -0.99
C -0.208 3.136 -0.730 0.78
H -2.199 -0.892 0.682 0.49
H 5.503 2.056 0.878 0.37
H -0.649 5.060 -0.960 0.38
H -0.073 0.476 0.572 0.51
C 4.212 1.544 -0.538 0.73
H -3.411 0.972 -2.338 0.38
N 5.407 1.854 -0.107 -0.83
O -2.301 0.798 5.409 -0.69
O -0.413 0.793 -3.550 -0.69
H 0.107 -1.027 0.588 0.50
H 2.398 1.355 0.257 0.43
N -3.515 0.806 -1.347 -0.83
H -4.117 -0.582 4.605 0.40
N -1.292 -1.027 -4.507 -0.82
N 3.391 1.416 0.433 -0.82
O 0.331 2.176 -0.227 -0.73
H 1.516 -2.063 2.229 0.40
N -1.129 3.062 -1.668 -0.83
H -5.242 1.783 -2.441 0.39
```

Output
Spin multiplicity ... 1
Lowest unoccupied orbital energy ... -0.109 eV

b takes first place; second place is 2.553 eV up.

a:
Molecular formula: C5H10NS
Method: DFT, ωB97M-V with the def2-TZVPD basis set

XYZ file:
```
17
Properties=species:S:1:pos:R:3:nbo_charge:R:1
C -0.613 -0.511 0.286 -0.26
H 1.704 0.435 -2.082 0.25
H -2.655 0.089 0.413 0.25
H -1.727 -1.432 -1.446 0.23
H 2.772 1.191 -0.204 0.24
C -1.734 0.108 1.020 -0.02
C 1.792 1.061 -0.006 -0.62
H 1.360 2.022 -0.162 0.22
H 1.677 0.679 0.992 0.19
H -3.042 1.131 2.448 0.19
N -0.156 -0.054 -1.032 -0.32
H 1.739 -1.008 -0.848 0.17
H 0.188 -0.751 0.985 0.23
H -0.173 -2.415 -0.991 0.26
S -1.724 0.793 2.592 0.41
C 1.307 0.099 -1.067 -0.22
C -0.714 -1.439 -0.896 -0.20
```

Output
Spin multiplicity ... 1
Net charge ... +1
Lowest unoccupied orbital energy (alpha / beta) ... -6.588 / -6.587 eV

b:
Molecular formula: C5H10NS
Method: DFT, ωB97M-V with the def2-TZVPD basis set

XYZ file:
```
17
Properties=species:S:1:pos:R:3:nbo_charge:R:1
C 0.789 -0.249 0.542 -0.39
H -0.690 2.516 -0.375 0.41
C 1.998 0.114 -0.389 -0.49
S 0.965 -0.360 -1.831 0.55
C -1.262 -1.495 -0.475 -0.74
C -0.306 1.069 1.088 -0.09
N -0.917 1.657 0.021 -0.82
H -1.893 -1.215 -1.261 0.26
H -1.067 -2.592 -0.669 0.31
H 0.385 1.612 1.653 0.24
H -1.820 -1.391 0.438 0.26
C -0.005 -0.756 -0.499 0.15
H 2.782 -0.617 -0.292 0.25
H 2.474 1.062 -0.397 0.25
H 1.097 -0.978 1.296 0.28
H -1.563 1.151 -0.525 0.38
H -0.970 0.472 1.674 0.20
```

Output
Spin multiplicity ... 1
Net charge ... +1
Lowest unoccupied orbital energy ... -5.204 eV

b takes first place; second place is 1.583 eV up.

a:
Molecular formula: C5H10NS
Method: DFT, ωB97M-V with the def2-TZVPD basis set

XYZ file:
```
17
Properties=species:S:1:pos:R:3:nbo_charge:R:1
H -1.015 0.721 1.501 0.22
C 1.093 0.362 0.321 0.11
H 1.482 -2.696 0.649 0.25
C -0.953 0.751 0.423 0.05
C -0.805 -0.695 -0.083 -0.24
H -1.267 -0.875 -0.977 0.23
H -2.618 1.512 -0.229 0.27
S 2.632 1.032 0.392 0.26
C -1.550 1.815 -0.348 -0.69
H -1.194 1.954 -1.389 0.25
N 0.668 -0.767 -0.098 -0.36
H 0.520 -2.555 -0.777 0.23
H -1.246 2.732 0.075 0.25
H 2.117 2.111 0.848 0.15
C 1.235 -2.048 -0.227 -0.46
H -1.229 -1.268 0.893 0.22
H 2.130 -2.085 -0.974 0.24
```

Output
Spin multiplicity ... 1
Net charge ... +1
Lowest unoccupied orbital energy ... -4.100 eV

b:
Molecular formula: C5H10NS
Method: DFT, ωB97M-V with the def2-TZVPD basis set

XYZ file:
```
17
Properties=species:S:1:pos:R:3:nbo_charge:R:1
H 3.436 1.193 -1.248 0.26
H 1.021 -0.536 0.661 0.45
H -2.508 -1.255 -0.423 0.23
H -0.518 -0.172 2.016 0.22
C -0.889 0.145 -0.064 -0.05
C 1.383 0.726 -0.874 0.15
C -1.483 -1.290 -0.550 -0.61
H -1.164 -2.269 -0.179 0.24
N 0.614 0.001 -0.136 -0.35
H 1.011 1.178 -1.780 0.25
C 2.720 0.716 -0.540 -0.36
C -1.189 0.356 1.331 -0.64
H -1.185 -1.144 -1.604 0.21
H -2.200 -0.021 1.518 0.25
H -1.293 0.860 -0.709 0.23
H -1.078 1.482 1.680 0.24
S 3.323 0.032 0.901 0.27
```

Output
Spin multiplicity ... 1
Net charge ... +1
Lowest unoccupied orbital energy ... -7.040 eV

b takes first place; second place is 1.190 eV up.

a:
Molecular formula: C9H14O
Method: DFT, ωB97M-V with the def2-TZVPD basis set

XYZ file:
```
24
Properties=species:S:1:pos:R:3:nbo_charge:R:1
C 1.641 -0.058 -0.143 -0.06
H -2.357 0.507 -1.310 0.20
C 2.051 0.546 2.184 -0.29
H 2.724 0.412 3.017 0.22
H -2.858 -1.385 -2.794 0.20
H 2.771 -1.620 -1.144 0.22
C 0.251 1.591 0.925 -0.26
C -2.969 -1.506 -1.715 -0.61
H -0.536 2.327 1.010 0.23
C 2.100 -0.790 -1.359 -0.64
C 0.938 1.353 2.116 0.30
O 0.566 2.105 3.201 -0.68
H -4.031 0.077 -0.734 0.21
H 3.119 -0.959 0.983 0.21
H -2.599 -0.521 0.117 0.21
H 1.447 -1.242 -2.111 0.22
C -2.998 -0.235 -0.854 -0.61
H 1.160 2.038 3.952 0.48
C 0.660 0.941 -0.209 -0.17
H -2.220 -2.221 -1.371 0.20
H 2.582 -0.055 -2.010 0.22
H -3.882 -2.111 -1.658 0.20
H 0.120 1.040 -1.144 0.21
C 2.319 -0.232 1.052 -0.18
```

Output
Spin multiplicity ... 1
Lowest unoccupied orbital energy ... 0.885 eV

b:
Molecular formula: C9H14O
Method: DFT, ωB97M-V with the def2-TZVPD basis set

XYZ file:
```
24
Properties=species:S:1:pos:R:3:nbo_charge:R:1
H 1.655 -0.177 2.351 0.21
H -1.670 0.324 1.191 0.22
C -1.047 -0.395 0.675 -0.23
H -2.143 -0.185 -1.038 0.22
C 1.239 -1.728 0.393 -0.20
H 0.224 4.896 -0.294 0.20
H -0.399 2.358 1.184 0.20
C 0.158 -1.016 1.157 -0.01
C 0.965 -1.763 -0.973 -0.24
H -0.114 0.315 2.923 0.22
C -0.246 -1.281 -1.416 0.28
H -1.601 -1.937 -2.857 0.49
H 2.190 -2.011 0.763 0.22
H -1.409 4.090 -0.136 0.19
C 0.433 3.133 0.981 -0.62
H 1.709 -2.079 -1.635 0.22
C -1.222 -0.615 -0.686 -0.25
C -0.181 3.958 -0.182 -0.60
H 0.104 3.575 -1.156 0.21
H 1.205 2.502 0.728 0.21
H 0.651 3.843 1.834 0.21
H 0.747 -1.412 3.198 0.22
O -0.674 -1.586 -2.726 -0.73
C 0.607 -0.526 2.508 -0.64
```

Output
Spin multiplicity ... 1
Lowest unoccupied orbital energy ... 0.885 eV

c:
Molecular formula: C9H14O
Method: DFT, ωB97M-V with the def2-TZVPD basis set

XYZ file:
```
24
Properties=species:S:1:pos:R:3:nbo_charge:R:1
C -1.262 1.428 0.084 -0.63
H -0.338 -0.987 -0.751 0.21
C 0.068 0.797 0.405 -0.06
H 0.838 2.448 1.498 0.21
O 3.539 -1.222 1.407 -0.68
H -3.577 -1.725 -1.411 0.20
H 2.814 1.261 2.316 0.21
H -4.383 0.857 -2.815 0.20
C 0.371 -0.459 -0.122 -0.17
C -4.399 -0.227 -2.798 -0.61
H -1.263 2.473 0.415 0.21
H -3.039 -0.047 -1.127 0.21
C 1.550 -1.114 0.183 -0.26
H -1.514 1.447 -0.975 0.22
H -5.391 -0.493 -2.408 0.20
H -2.411 -1.019 -2.465 0.20
H -2.043 0.993 0.702 0.22
C 2.425 -0.489 1.082 0.30
C 2.169 0.751 1.613 -0.30
H -4.395 -0.660 -3.797 0.21
C 0.987 1.410 1.233 -0.18
H 1.813 -2.117 -0.115 0.23
C -3.300 -0.780 -1.887 -0.62
H 3.997 -0.850 2.175 0.48
```

Output
Spin multiplicity ... 1
Lowest unoccupied orbital energy ... 0.904 eV

c takes first place; second place is 0.354 eV up.